(1)
C7H10O2S in the gas phase. Source: the Open Molecules 2025 dataset; level of theory: ωB97M-V/def2-TZVPD.

Cartesian coordinates (Å):
C1 -1.600 -0.636 -1.677
C2 -1.557 -0.893 -0.357
C3 -0.548 -0.058 -2.530
C4 -0.640 -0.460 0.638
C5 0.782 -0.021 -2.341
C6 -0.006 0.739 0.855
C7 1.264 0.002 2.790
O1 -0.193 1.766 0.050
O2 0.920 1.046 1.783
S1 1.935 0.786 -3.363
H1 -2.568 -0.824 -2.133
H2 -2.448 -1.446 0.022
H3 -0.801 0.301 -3.560
H4 -0.602 -1.113 1.398
H5 1.287 -0.261 -1.443
H6 0.494 -0.630 3.057
H7 1.642 0.506 3.743
H8 2.013 -0.634 2.423
H9 0.457 2.520 0.208
H10 2.497 1.352 -2.293

Forces on atoms 1 to 2 (eV/Å):
0.27 0.33 -0.14
-1.64 0.37 -0.94

Computed properties:
- Highest occupied orbital energy: -7.3 eV
- Relative energy (zero: lowest compared OMol25 entry of this formula, charge and spin): 1.745 eV
- Orbital gap: 0.2868 hartree
- 2S+1: 1
- SMILES: CO/C(O)=C/C=C\C=C\S


(2)
C7H10O3S as an isolated structure. Source: the Open Molecules 2025 dataset; level of theory: ωB97M-V/def2-TZVPD.

Cartesian coordinates (Å):
C1 2.953 1.998 -0.247
C2 2.287 0.963 -0.140
C3 -3.685 0.123 0.167
C4 -2.703 -0.696 0.012
C5 1.444 -0.916 -1.347
C6 1.215 -0.875 1.231
C7 1.432 -0.140 -0.099
O1 -0.442 2.083 -0.931
O2 -0.989 1.228 1.353
O3 -1.555 -0.161 -0.603
S1 -0.556 0.970 -0.029
H1 3.441 2.889 -0.322
H2 -4.516 -0.283 0.723
H3 -3.510 1.195 0.036
H4 -2.756 -1.637 0.448
H5 0.649 -1.749 -1.352
H6 2.419 -1.441 -1.391
H7 1.345 -0.223 -2.351
H8 0.700 -0.288 1.947
H9 2.187 -1.111 1.739
H10 0.640 -1.930 1.156

Forces on atoms 1 to 2 (eV/Å):
-3.05 -4.82 0.51
2.82 4.24 0.08

Computed properties:
- Highest occupied orbital energy: -9.3 eV
- Relative energy (zero: lowest compared OMol25 entry of this formula, charge and spin): 3.981 eV
- Orbital gap: 0.3310 hartree
- 2S+1: 1


(3)
A 2-piece molecular cluster, C7H10OS overall. Source: the Open Molecules 2025 dataset; level of theory: ωB97M-V/def2-TZVPD.

Cartesian coordinates (Å):
C1 0.627 -0.134 0.177
C2 1.171 -1.019 0.772
C3 -1.820 -0.090 0.671
C4 1.126 0.844 -1.969
C5 0.357 0.918 -0.818
C6 2.050 -2.028 1.470
C7 -0.780 1.931 -0.932
O1 -3.424 -2.043 0.905
S1 -2.636 -1.058 1.714
H1 -1.500 0.772 1.212
H2 -1.913 -0.059 -0.488
H3 1.055 1.675 -2.633
H4 2.071 0.371 -1.921
H5 1.560 -3.037 1.522
H6 2.252 -1.669 2.455
H7 3.036 -1.995 0.872
H8 -0.315 2.909 -1.164
H9 -1.423 2.180 -0.068
H10 -1.494 1.534 -1.777

Forces on atoms 1 to 2 (eV/Å):
0.05 1.64 -1.15
1.21 -1.29 1.00

Computed properties:
- Highest occupied orbital energy (alpha / beta): -8.7 / -8.7 eV
- Relative energy (zero: lowest compared OMol25 entry of this formula, charge and spin): 5.167 eV
- Orbital gap (alpha / beta): 0.3125 / 0.3124 hartree
- 2S+1: 1


(4)
A 2-piece molecular cluster, C7H10OS2 overall. Source: the Open Molecules 2025 dataset; level of theory: ωB97M-V/def2-TZVPD.

Cartesian coordinates (Å):
S1 0.168 -1.449 -3.103
S2 -1.185 0.069 -3.355
C1 -2.658 -0.610 -2.567
H1 0.639 -1.099 -1.887
H2 -3.476 0.113 -2.725
H3 -2.519 -0.750 -1.482
H4 -2.951 -1.575 -3.012
O1 -1.072 1.852 0.934
C2 2.156 -0.642 1.771
C3 0.867 -0.956 2.203
C4 2.370 0.528 1.045
C5 -0.203 -0.112 1.915
C6 1.304 1.380 0.752
C7 0.018 1.058 1.188
H5 -0.771 2.638 0.416
H6 2.996 -1.312 2.001
H7 0.687 -1.876 2.776
H8 3.379 0.788 0.699
H9 -1.222 -0.345 2.248
H10 1.474 2.301 0.180

Forces on atoms 1 to 2 (eV/Å):
0.05 0.09 0.14
-0.02 -0.06 0.04

Computed properties:
- Highest occupied orbital energy: -8.8 eV
- Relative energy (zero: lowest compared OMol25 entry of this formula, charge and spin): 0.060 eV
- Orbital gap: 0.3447 hartree
- 2S+1: 1
- SMILES: Oc1ccccc1.CSS


(5)
C7H10P2 in the gas phase. Source: the Open Molecules 2025 dataset; level of theory: ωB97M-V/def2-TZVPD.

Cartesian coordinates (Å):
C1 1.072 -1.052 0.031
C2 1.010 1.939 0.072
C3 -0.027 -0.338 0.091
C4 -0.095 1.126 0.214
C5 3.368 0.255 -0.183
C6 -1.406 -0.973 -0.023
C7 -1.534 1.660 0.260
P1 2.811 1.808 -0.096
P2 4.439 -1.115 0.080
H1 1.286 -2.071 0.187
H2 0.782 2.962 0.040
H3 -1.388 -2.051 -0.257
H4 -1.843 -0.469 -0.830
H5 -1.955 -0.600 0.784
H6 -1.599 2.669 0.487
H7 -2.103 1.112 0.953
H8 -1.933 1.480 -0.725
H9 3.695 -1.983 -0.441
H10 3.839 -1.621 1.260

Forces on atoms 1 to 2 (eV/Å):
1.09 1.80 0.28
-1.22 -1.84 0.33

Computed properties:
- Highest occupied orbital energy (alpha / beta): -8.3 / -7.5 eV
- Relative energy (zero: lowest compared OMol25 entry of this formula, charge and spin): 5.652 eV
- Orbital gap (alpha / beta): 0.2874 / 0.2578 hartree
- 2S+1: 1


(6)
C7H11BO2 in the gas phase. Source: the Open Molecules 2025 dataset; level of theory: ωB97M-V/def2-TZVPD.

Cartesian coordinates (Å):
B1 -2.388 0.125 0.152
C1 0.264 -2.572 0.255
C2 2.814 0.256 -0.013
C3 -0.873 -1.901 0.023
C4 1.583 -0.097 -0.456
C5 -0.974 -0.479 0.092
C6 0.263 0.441 -0.148
C7 0.264 1.968 -0.015
O1 -2.766 1.371 0.472
O2 -3.320 -0.679 -0.465
H1 0.277 -3.639 0.114
H2 1.121 -2.083 0.612
H3 3.679 -0.185 -0.435
H4 3.044 1.178 0.563
H5 -1.799 -2.493 -0.052
H6 1.490 -1.080 -0.962
H7 0.947 2.449 -0.836
H8 -0.703 2.578 -0.231
H9 0.501 2.277 1.048
H10 -3.543 1.548 -0.123
H11 -4.218 -0.559 -0.285

Forces on atoms 1 to 2 (eV/Å):
0.10 -0.81 -1.29
-1.14 -0.73 -0.37

Computed properties:
- Highest occupied orbital energy: -7.7 eV
- Relative energy (zero: lowest compared OMol25 entry of this formula, charge and spin): 1.729 eV
- Orbital gap: 0.2808 hartree
- 2S+1: 1
- SMILES: C=C/C(C)=C(\C=C)B(O)O


(7)
C7H11BrCl2FO8SSi2V as an isolated structure. Source: the Open Molecules 2025 dataset; level of theory: ωB97M-V/def2-TZVPD.

Cartesian coordinates (Å):
C1 3.264 -0.246 1.903
C2 3.251 -0.332 0.373
Cl1 4.334 -1.725 -0.076
C3 1.861 -0.644 -0.171
Cl2 1.964 -1.162 -1.861
Si1 0.653 0.822 -0.221
Br1 0.065 1.236 -2.321
C4 1.553 2.376 0.323
C5 0.655 3.577 0.372
O1 -0.509 3.483 0.564
O2 -0.585 0.510 0.805
Si2 -1.878 -0.287 0.134
C6 -2.948 0.783 -0.929
C7 -1.524 -2.005 -0.730
O3 -2.505 -2.692 -0.852
O4 -0.383 -2.441 -1.153
S1 -3.160 -0.797 1.876
O5 -2.610 -1.815 2.664
O6 -3.341 0.429 2.529
F1 -4.560 -1.209 1.318
H1 3.606 0.731 2.190
H2 3.909 -1.001 2.290
H3 2.256 -0.373 2.261
H4 3.702 0.503 -0.118
H5 1.401 -1.463 0.356
H6 2.408 2.583 -0.303
H7 1.929 2.234 1.329
H8 1.101 4.570 0.246
H9 -3.994 0.619 -0.740
H10 -2.771 0.459 -1.944
H11 -2.648 1.814 -0.883
O7 -1.845 -4.387 -2.909
V1 -1.286 -2.859 -2.904
O8 -1.366 -1.291 -3.417

Forces on atoms 1 to 2 (eV/Å):
-0.48 0.70 -0.98
-0.04 -1.61 0.30

Computed properties:
- Highest occupied orbital energy: -10.2 eV
- Orbital gap: 0.2592 hartree
- 2S+1: 1


(8)
C7H11Cl in the gas phase. Source: the Open Molecules 2025 dataset; level of theory: ωB97M-V/def2-TZVPD.

Cartesian coordinates (Å):
C1 2.333 0.536 0.021
C2 1.148 0.599 0.872
C3 -0.115 0.222 0.584
C4 -1.250 0.460 1.513
C5 -0.512 -0.544 -0.623
C6 -1.571 0.050 -1.496
C7 0.105 -1.708 -0.892
H1 2.041 0.465 -1.069
H2 2.977 1.422 0.087
H3 2.907 -0.423 0.323
H4 -0.971 0.923 2.457
H5 -1.960 1.087 1.027
H6 -1.825 -0.417 1.781
H7 -1.610 -0.529 -2.451
H8 -1.411 1.102 -1.766
H9 -2.521 0.064 -0.924
H10 0.913 -1.991 -0.234
H11 -0.207 -2.402 -1.703
Cl1 1.527 1.081 2.492

Forces on atoms 1 to 2 (eV/Å):
1.16 -1.58 -1.63
-1.72 -0.36 -0.04

Computed properties:
- Highest occupied orbital energy: -8.6 eV
- Relative energy (zero: lowest compared OMol25 entry of this formula, charge and spin): 0.703 eV
- Orbital gap: 0.3491 hartree
- 2S+1: 1
- SMILES: C=C(C)/C(C)=C(\C)Cl


(9)
C7H11Cl2NO5Pr as an isolated structure. Source: the Open Molecules 2025 dataset; level of theory: ωB97M-V/def2-TZVPD.

Cartesian coordinates (Å):
Pr1 0.045 -0.091 -0.082
O1 0.313 2.523 -0.051
C1 -0.636 3.209 -0.905
C2 -2.007 2.625 -0.679
N1 -2.146 1.198 -1.033
C3 -2.030 0.851 -2.481
C4 -0.728 0.051 -2.472
O2 0.346 0.702 -2.265
O3 -0.797 -1.137 -2.055
C5 -3.156 0.486 -0.197
C6 -2.264 -0.179 0.852
O4 -1.885 -1.354 0.635
O5 -1.492 0.600 1.510
H1 1.187 2.931 -0.140
H2 -0.314 3.114 -1.943
H3 -0.642 4.265 -0.636
H4 -2.716 3.221 -1.267
H5 -2.274 2.726 0.370
H6 -1.942 1.750 -3.088
H7 -2.869 0.250 -2.821
H8 -3.668 -0.268 -0.787
H9 -3.883 1.160 0.256
Cl1 1.380 -2.535 0.998
C7 1.941 -1.532 2.363
Cl2 2.182 0.225 1.980
H10 2.915 -1.906 2.645
H11 1.203 -1.581 3.153

Forces on atoms 1 to 2 (eV/Å):
0.85 0.10 0.10
0.16 -0.33 0.06

Computed properties:
- Highest occupied orbital energy (alpha / beta): -13.4 / -13.4 eV
- Net charge: +1
- Relative energy (zero: lowest compared OMol25 entry of this formula, charge and spin): 0.000 eV
- Orbital gap (alpha / beta): 0.3692 / 0.3737 hartree
- 2S+1: 3
- Expectation value of S²: 2.00


(10)
C7H11ClN2 in the gas phase. Source: the Open Molecules 2025 dataset; level of theory: ωB97M-V/def2-TZVPD.

Cartesian coordinates (Å):
C1 -1.169 -0.648 0.150
C2 -3.478 -0.402 -0.244
C3 -2.509 -0.760 0.616
C4 -0.071 1.250 0.832
C5 0.886 -0.432 -0.765
C6 0.969 0.163 -2.237
C7 1.798 0.058 1.442
N1 -0.350 -1.092 -0.580
N2 1.066 0.590 0.333
Cl1 -0.763 2.381 -0.224
H1 -4.503 -0.380 0.119
H2 -3.305 0.188 -1.213
H3 -2.690 -1.122 1.635
H4 -0.279 1.357 1.927
H5 1.668 -1.025 -0.681
H6 0.151 0.626 -2.827
H7 1.314 -0.713 -2.804
H8 1.605 1.043 -2.139
H9 1.269 -0.656 2.010
H10 2.768 -0.398 0.942
H11 2.188 0.804 2.148

Forces on atoms 1 to 2 (eV/Å):
-5.48 -0.99 2.39
-1.71 2.00 -1.48

Computed properties:
- Highest occupied orbital energy (alpha / beta): -5.1 / -9.4 eV
- Orbital gap (alpha / beta): 0.2206 / 0.3092 hartree
- 2S+1: 3
- Expectation value of S²: 2.02


Number 1: F_max 3.62 eV Å⁻¹. Number 2: F_max 5.73 eV Å⁻¹. Number 3: F_max 3.68 eV Å⁻¹. Number 4: F_max 1.21 eV Å⁻¹. Number 5: F_max 5.13 eV Å⁻¹. Number 6: F_max 6.46 eV Å⁻¹. Number 7: F_max 5.47 eV Å⁻¹. Number 8: F_max 2.55 eV Å⁻¹. Number 9: F_max 0.86 eV Å⁻¹. Number 10: F_max 6.71 eV Å⁻¹.